# 1
The following is a DFT calculation (ωB97M-V/def2-TZVPD) of C32H54GaGeNOSe2Te as an isolated structure.

Summary:
<S²>: 0.76
Frontier orbital gap (alpha / beta): 7.2788 / 5.7421 eV
Electronic energy: -284449.8327 eV
Energy above the lowest of the compared OMol25 structures with the same formula, charge and spin: 0.847 eV
Multiplicity: 2
Total charge: +3
F_max: 0.21 eV/A

XYZ file:
```
93
Properties=species:S:1:pos:R:3:forces:R:3
C -7.3691 -1.7332 0.7106 -0.006 0.003 0.004
H -10.7007 -2.9095 -4.5540 0.000 0.000 0.000
C -0.6563 4.9500 -0.8389 0.001 0.011 0.014
H -10.0770 1.9319 -1.1844 -0.001 -0.002 0.002
Se 4.1922 -0.6890 1.4256 0.209 -0.017 0.039
H 3.1762 3.3057 1.7214 0.005 -0.001 0.005
H 8.5174 1.7435 0.9766 0.000 0.003 -0.006
H -6.1088 -2.1867 -4.4518 0.000 0.004 -0.003
C 0.9930 4.6314 2.8952 -0.002 -0.008 -0.002
H -8.8524 0.3804 5.0426 0.000 -0.001 0.000
H 7.6891 2.4787 2.3732 0.004 0.004 -0.003
H -8.0047 1.9157 5.2714 0.000 0.000 0.000
H 2.0415 2.0289 2.1752 0.005 0.002 -0.001
C -6.8896 1.9622 2.8763 0.001 -0.001 -0.003
C -7.1562 -0.4279 1.4307 0.006 0.001 -0.004
H 3.3619 5.9250 -1.2885 -0.001 0.001 -0.001
C -8.8852 0.2667 -1.7989 0.006 -0.003 0.005
Se 6.9886 0.1164 2.0830 0.008 -0.010 -0.024
C -0.0343 6.3315 -0.5487 0.001 -0.007 -0.001
H 1.5876 3.1685 4.3474 0.003 0.001 0.003
H 3.0121 -1.3257 3.5246 0.004 0.004 0.004
H 1.2222 2.7340 -0.1026 0.015 0.020 -0.002
H 6.5138 -0.0338 -0.3737 0.037 0.000 -0.008
H 4.7309 -1.7839 3.6344 0.001 -0.003 -0.003
H 1.6162 7.6000 -1.0073 -0.001 0.001 -0.001
H -7.1744 0.3865 5.5612 -0.001 0.000 0.001
C -0.1822 3.8545 2.2630 -0.002 0.004 0.000
C -6.0225 -1.6948 -3.4856 -0.001 -0.001 -0.003
C 5.6240 -1.7575 0.6060 -0.032 0.015 0.042
H 5.2589 -2.2289 -0.3032 0.025 0.020 -0.023
C -5.9100 3.1912 0.9382 0.001 0.003 0.003
C 6.7702 -0.7908 0.3663 -0.060 -0.023 0.011
H 6.8186 2.2896 0.8197 0.003 0.000 0.001
H -1.1142 4.4132 2.3720 0.004 0.009 0.000
C -7.5583 -0.3330 2.7553 0.004 0.002 0.003
H 3.5396 2.2327 3.0755 0.003 0.009 0.004
C 3.8502 -1.7728 2.9974 0.021 0.003 0.003
C -6.6011 0.7265 0.8518 -0.015 0.012 0.002
H -6.5920 3.6147 0.1960 0.002 0.001 -0.001
H -8.3714 2.2363 -1.0079 0.001 0.000 0.001
H 2.2169 4.6022 -1.2495 -0.002 -0.003 0.000
H -4.9459 3.0206 0.4502 -0.002 -0.003 -0.001
C -2.6964 -1.7228 -0.7151 -0.006 -0.003 0.021
C 2.4078 5.6088 -0.8684 0.003 0.002 0.000
H -0.7494 7.0852 -0.8819 -0.001 0.003 0.001
H -3.2622 -2.5595 -0.3100 0.004 -0.001 0.008
H -5.7648 3.9534 1.7007 -0.002 0.001 0.001
Te -6.0441 0.8037 -1.1465 0.001 0.006 -0.003
H 1.4663 5.2955 2.1670 0.004 0.000 0.000
H -6.5792 -1.9624 -0.0014 0.002 -0.002 -0.002
C -9.1382 1.4563 -0.9071 0.000 0.004 -0.002
C -9.9639 -0.3686 -2.3907 -0.001 0.001 0.002
H -10.9626 -0.0024 -2.1813 0.000 0.000 0.000
C 7.5635 1.8636 1.4865 -0.035 -0.009 0.002
H -0.3223 2.9041 2.7828 -0.009 0.001 0.000
H -8.3626 -2.6348 -4.3034 0.000 -0.002 0.000
H -6.8014 2.8855 3.4365 0.000 0.001 0.000
H 0.0726 6.4838 0.5306 0.001 0.000 -0.001
C -7.8985 0.8919 4.9191 -0.002 -0.001 -0.001
H 7.6955 -1.2841 0.0747 0.019 -0.002 0.023
C -8.5066 -1.8403 -3.5809 0.002 -0.004 0.004
Ge -0.0031 3.5355 0.3410 0.005 -0.073 -0.002
C -3.5261 -0.4750 -0.6911 -0.008 0.003 -0.018
H -9.1986 1.1807 0.1466 0.001 0.000 0.002
H -2.4600 -1.9603 -1.7545 -0.007 -0.003 -0.001
C 1.2992 6.5838 -1.2457 -0.004 0.002 0.001
C -7.4448 0.8435 3.4912 -0.002 -0.007 0.002
H -7.4154 -2.5464 1.4324 -0.001 0.000 0.000
C -7.3820 -1.2385 -3.0282 -0.003 0.004 -0.007
H 3.5975 -2.7800 2.6755 -0.014 0.003 -0.002
C -7.6042 -0.2214 -2.0962 -0.001 -0.006 0.003
Ga -1.6928 1.6818 -0.0741 -0.171 0.037 -0.010
C -9.7992 -1.4417 -3.2634 -0.002 -0.001 0.000
H -11.5935 -1.3903 -4.4317 0.000 0.000 0.000
H -8.3153 -1.7250 0.1658 0.001 0.000 0.000
C -6.4620 1.9321 1.5586 -0.003 0.001 0.002
C 2.7378 2.7749 2.5712 -0.014 -0.004 -0.012
H 0.5835 5.2859 3.6658 0.000 0.003 -0.001
H -5.3297 -0.8588 -3.6112 0.001 -0.002 0.002
H -0.4971 4.6600 -1.8796 0.001 0.001 -0.001
H 2.8003 4.3761 4.0027 0.003 0.000 -0.003
H -11.6321 -2.5359 -3.1006 0.000 0.000 -0.001
C 2.0507 3.7358 3.5351 -0.006 -0.004 0.009
H -1.7747 -1.5903 -0.1561 0.006 0.001 -0.011
H 1.1464 6.5600 -2.3277 -0.001 -0.001 -0.001
H 5.8920 -2.5303 1.3253 -0.018 -0.028 -0.023
H -1.7354 4.9956 -0.6755 -0.002 0.002 -0.005
H -7.9874 -1.2093 3.2276 0.000 -0.001 0.000
H -5.5779 -2.4038 -2.7876 -0.002 -0.003 -0.003
O -4.7880 -0.7376 -1.0332 0.031 -0.013 -0.009
C -10.9930 -2.1112 -3.8757 0.000 0.000 0.002
N -3.1510 0.7125 -0.4172 -0.012 0.044 -0.023
H 2.5389 5.5528 0.2173 0.000 -0.003 0.000
```
Positions in Å, forces in eV/Å.

***

# 2
The following is a DFT calculation (ωB97M-V/def2-TZVPD) of C32H54MnN3Si4Te as an isolated structure at a distorted geometry.

Summary:
<S²>: 0.94
Frontier orbital gap (alpha / beta): 6.0072 / 6.2087 eV
Electronic energy: -108631.5538 eV
Multiplicity: 2
Total charge: +3
F_max: 1.71 eV/A

XYZ file:
```
95
Properties=species:S:1:pos:R:3:forces:R:3
H 0.6554 3.0628 4.0367 -0.109 0.059 -0.021
C -4.6462 -0.8943 2.0217 -0.003 0.302 -0.218
H 0.5256 -1.0664 -4.1892 0.073 -0.011 0.073
H -4.0940 1.7374 3.0905 0.017 0.001 0.015
Si -1.2157 0.8085 -4.1866 -0.072 0.011 0.152
H 3.3853 -0.7798 -5.4164 -0.042 0.019 0.036
H -0.6616 1.9955 -1.9756 0.017 0.053 0.005
Te 0.8185 -0.4627 -1.6507 0.440 -1.091 -0.516
H 1.5039 4.0280 1.0436 -0.007 -0.072 -0.042
H -5.2298 -1.6668 1.5161 -0.001 0.001 -0.015
H -0.9117 -2.3446 -1.0626 0.019 -0.006 0.074
C -0.3672 -1.2191 3.8530 0.066 0.073 -0.296
H 1.3158 -3.3342 2.3408 -0.024 0.017 -0.013
H 2.5554 0.0648 3.7997 0.014 0.007 -0.065
H -0.8784 2.0768 -6.2602 0.004 0.010 0.008
C -2.9065 0.1490 -4.6435 0.288 0.067 -0.122
H 2.0423 4.2681 2.7003 0.003 0.017 -0.025
C -0.7943 -1.6742 5.0905 -0.027 -0.033 0.068
C -1.3825 2.0981 -2.7953 0.027 -0.107 -0.285
H 5.2398 1.1161 -1.2400 -0.097 0.009 0.033
C 1.5843 -4.4018 -0.9054 -0.147 0.039 -0.413
C -0.6274 1.8966 2.7060 0.765 -0.555 -0.797
H 4.9946 -0.0703 -5.3227 -0.025 0.007 -0.020
N -2.1451 0.6850 1.4454 -1.157 0.681 1.041
C 1.7997 -4.3017 0.5127 -0.194 0.337 0.374
H 0.0439 0.5846 -6.3081 -0.029 -0.011 -0.001
H 6.1076 1.1108 -2.7667 -0.016 0.005 -0.013
C -2.0031 -3.4596 4.0300 -0.013 -0.016 0.050
H 3.2569 2.6233 -2.8926 -0.009 -0.047 0.087
C 2.5610 1.1567 3.7931 -0.211 0.282 -0.118
H -5.2639 2.1505 0.8972 0.025 0.003 0.009
H 0.6512 1.9755 -5.4027 -0.009 -0.009 0.073
H -2.7917 -1.8811 -0.2840 0.044 0.056 0.025
H 2.8724 1.2414 -0.1602 -0.006 -0.031 -0.030
C -4.6257 1.7073 0.1304 0.019 -0.287 0.214
H -0.9242 -1.5537 -3.3019 0.065 -0.042 0.174
C -2.0217 1.5029 2.4536 0.069 -0.587 -0.841
C -0.3574 2.7682 3.8029 -0.150 0.513 0.703
C 0.7862 -3.5245 -1.5338 0.253 -0.235 -0.027
H 3.2301 -1.4271 -1.2499 -0.078 0.032 0.092
H 1.9665 1.5005 4.6403 0.078 -0.056 0.016
H 3.2118 3.8705 1.4602 0.003 -0.042 -0.009
Si -3.7632 0.1692 0.7624 0.175 -0.310 -0.213
H -0.4750 -1.1648 5.9901 0.002 0.013 -0.008
C 4.2587 -0.6616 -4.7725 0.041 0.095 0.251
C 5.4158 0.5369 -2.1447 -0.178 -0.202 -0.187
H -3.5316 3.2337 4.9386 0.024 0.030 0.013
H -2.6474 -4.3265 4.0915 0.022 -0.010 0.019
C -0.7467 -1.8929 2.6956 -0.050 0.015 0.581
C -0.2230 -0.7336 -3.4680 -0.191 0.524 -0.262
C 0.3175 -2.3938 0.6725 -0.407 0.508 0.500
H -5.3461 -0.3123 2.6239 0.000 -0.007 -0.002
H -3.7967 -1.0291 -1.4416 0.041 0.033 -0.083
C 2.9637 0.8352 0.8501 -0.267 0.215 0.133
H 2.5770 -1.9850 -2.7981 -0.093 -0.028 0.011
H 3.5910 1.4759 3.9718 0.004 0.007 -0.024
C -2.7491 2.8482 4.2985 -0.607 -0.442 -0.447
H -3.4661 -0.2609 -3.8027 0.054 0.010 0.095
H 2.6546 -0.2139 0.8768 0.025 -0.090 -0.055
H 0.5702 -3.6292 -2.5904 0.046 0.056 -0.018
H 0.2920 -0.3662 3.7768 0.009 -0.020 0.080
C -1.5686 -3.0191 2.7916 0.066 0.173 -0.178
C 0.1467 -2.4191 -0.8068 0.061 0.165 -0.074
C -0.2469 1.4158 -5.6619 -0.189 -0.041 0.141
H 2.7748 2.0182 -4.4602 0.003 -0.044 -0.026
H -2.1830 -0.4113 -1.1369 -0.020 0.034 -0.073
H -1.1816 3.8844 5.3929 -0.010 0.003 0.000
C 1.1653 -3.3667 1.2699 0.263 -0.616 0.076
H -1.2266 3.0986 -3.2054 0.015 -0.002 0.003
Si 2.0071 1.8304 2.1322 0.610 -0.282 -0.387
C -1.3852 3.2218 4.5616 0.821 -0.034 -0.180
H 1.7963 1.6503 -3.0534 -0.093 0.134 -0.032
H -3.9452 -1.3876 2.6978 0.054 0.005 -0.059
H -1.8786 -3.5378 1.8907 0.006 -0.009 0.008
H -1.9359 -3.1529 6.1506 -0.010 0.030 0.005
H -2.8382 -0.6268 -5.4093 0.008 0.009 -0.004
C 2.8297 1.7583 -3.4025 0.288 -0.311 0.037
Mn -0.5630 0.1996 0.5538 -0.351 0.836 -0.277
H 2.4700 -5.0057 0.9895 0.032 0.031 0.002
C -3.0665 2.0205 3.2767 -0.384 0.398 0.547
H 4.7005 -1.6473 -4.6117 0.006 -0.001 0.001
N 0.2458 1.3845 1.8589 -0.095 0.981 1.023
H 5.9302 -0.3864 -1.8698 0.007 0.005 0.002
C 2.7504 -1.1064 -2.1762 0.418 0.338 -0.140
H -3.5034 0.9600 -5.0684 0.007 0.005 0.004
C -1.6116 -2.7932 5.1837 -0.012 -0.019 -0.027
H -2.3898 2.0932 -2.3732 0.003 -0.088 0.034
C 2.1962 3.6641 1.8048 -0.012 -0.198 0.292
Si 3.8806 0.1867 -3.1520 -0.157 0.264 -0.104
N -0.3408 -1.4723 1.3890 0.431 -1.488 -0.726
H -5.2778 1.4619 -0.7106 0.017 -0.039 -0.007
H 4.0232 0.8578 1.1129 0.021 0.010 0.017
H 2.0509 -5.2094 -1.4538 -0.048 -0.020 0.008
C -3.0559 -0.8867 -0.6533 -0.315 0.062 0.301
H -3.9244 2.4760 -0.1987 0.047 -0.044 -0.025
```
Positions in Å, forces in eV/Å.

***

# 3
The following is a DFT calculation (ωB97M-V/def2-TZVPD) of C32H54N2O3P2V as an isolated structure at a distorted geometry.

Summary:
<S²>: 0.81
Frontier orbital gap (alpha / beta): 4.1127 / 4.6452 eV
Electronic energy: -87429.7146 eV
Multiplicity: 2
Total charge: +2
F_max: 6.25 eV/A

XYZ file:
```
94
Properties=species:S:1:pos:R:3:forces:R:3
C 0.8330 3.9248 0.5213 -0.433 1.081 -0.865
C 3.2862 -3.3510 -0.4388 -0.355 -0.234 0.274
C -0.3957 3.7251 2.7294 0.237 -0.247 0.291
H -5.1143 -2.4336 -4.8601 0.055 0.231 0.185
H -1.2635 -4.0296 1.6832 0.224 0.143 -0.207
O 3.2402 1.6270 1.6405 -1.245 -0.351 -0.374
H -1.0574 -2.5668 -2.6936 0.389 0.618 -0.451
H -1.1078 -1.7335 -5.1211 -0.484 -1.079 0.337
H 2.1519 -4.5268 1.7095 0.231 0.173 0.329
H 4.5879 -0.1494 1.2662 0.155 -0.341 -0.190
C -0.4182 3.4283 1.2217 -0.148 0.176 -0.783
O -1.2539 1.2139 0.8208 2.223 0.211 0.622
H 0.0658 5.8547 2.4874 -0.114 -0.159 0.073
H 1.1788 1.2390 3.9400 -0.196 -0.109 0.105
C -3.2699 -1.3132 -5.0456 -0.021 0.627 -0.282
C -2.9853 3.6026 1.1693 -0.221 -0.282 0.088
H 2.4663 -1.3955 -3.5624 -0.284 0.283 0.459
C 0.4366 1.3672 -1.7759 1.168 0.588 1.007
H -2.4215 -2.0512 2.3442 0.141 0.144 0.081
C -1.8622 -1.1162 2.4498 -0.327 0.150 -0.542
C -3.1304 0.2596 -2.5086 0.174 0.209 0.434
H -3.3652 -1.7077 -1.6073 0.109 0.221 0.069
H -2.1147 -0.4614 1.6098 -0.293 -0.152 0.179
C -5.2012 -0.8087 -3.4669 -0.025 0.734 0.737
H -3.3590 -0.2138 -5.1970 -0.139 -0.603 0.035
N 1.9628 3.4727 1.2331 0.760 -0.719 -0.722
H -1.6644 3.5890 -0.5332 -0.038 0.179 0.226
H 4.9692 -1.8910 1.4925 -0.006 0.287 -0.147
C 2.1292 2.0829 1.3783 0.646 1.341 0.031
C -0.5455 5.1919 3.1128 -0.076 0.089 0.146
H -1.8807 -0.9039 -1.1529 -0.025 -0.185 -0.444
O 0.8881 4.5774 -0.5052 0.119 -0.817 1.790
H 3.9274 -3.8761 0.2826 -0.225 0.343 -0.203
H 5.4481 -1.0544 -0.0197 -0.487 -0.166 0.249
C -0.4025 -1.3598 2.4049 -0.138 -0.966 0.649
H 3.4829 -3.5457 2.4330 -0.304 -0.201 -0.071
H 2.1591 -4.1217 3.4456 -0.046 0.220 -0.397
C -4.6158 0.1819 -2.7659 -0.598 -0.382 -0.509
C -4.4382 -1.8711 -4.2047 -0.261 0.029 -0.339
C 0.4019 0.4770 4.0812 -0.120 0.656 -0.251
C -1.8044 -1.8655 -3.0966 0.666 0.052 0.100
H 0.6863 -0.8996 -4.4914 -0.148 -0.041 0.650
H -3.1148 4.0934 2.1407 0.030 -0.110 -0.177
H 1.3287 1.7717 -1.3027 -0.040 0.514 -0.056
C -1.9545 -1.6729 -4.4203 0.395 -0.051 0.035
H -1.5880 5.5231 3.0615 0.237 -0.005 -0.094
P 0.6506 -0.5152 -1.8745 0.197 0.350 -3.015
H 2.8155 3.9733 1.0090 0.189 -0.191 0.076
H -0.2722 0.5139 -4.0189 0.046 -0.335 0.174
H 2.8837 -0.6915 4.7062 0.091 -0.204 -0.389
C -1.6822 3.9797 0.4959 0.401 -0.179 -0.088
H -1.0220 -3.1544 0.1441 0.034 -0.250 0.243
H -2.5708 0.6297 -3.3881 -0.206 -0.210 0.321
H -2.1746 -0.6014 3.3649 0.206 -0.133 -0.154
H -1.1907 3.1044 3.1673 0.111 0.306 0.074
H -6.2894 -0.8965 -3.4961 0.270 0.319 -0.045
V 1.1679 -0.8538 0.8656 -3.880 4.748 -0.475
H -1.6177 5.0782 0.4117 0.318 -0.460 0.060
H -3.8289 3.8964 0.5376 0.102 -0.068 0.133
P 3.0620 -1.5462 0.0273 5.435 -2.275 -2.080
C -0.2476 1.9080 1.0914 -2.240 -0.624 -1.009
H -2.9883 1.0366 -1.7329 0.058 -0.442 -0.182
H 3.7385 -3.4598 -1.4376 -0.111 0.333 0.434
H 2.3148 -3.8678 -0.4577 0.317 0.102 -0.053
H -5.1989 0.9862 -2.3028 -0.043 -0.511 -0.211
H 0.5103 0.1066 5.1126 -0.050 -0.107 -0.337
H -0.4279 1.6402 -1.1644 0.178 -0.628 0.028
C -0.5100 -3.5639 1.0295 0.020 0.000 -0.334
H 0.1953 -4.3373 0.7074 -0.270 0.093 -0.007
C -2.5419 -1.1023 -2.0193 -1.001 -0.064 -0.038
N 0.9915 1.3202 1.1438 0.645 -1.298 0.481
H 1.5003 0.5389 -3.8683 -0.375 -0.291 0.344
H -0.2102 5.3176 4.1473 -0.109 0.063 -0.160
H -3.3079 -1.7398 -6.0660 0.191 0.113 0.521
C 1.8460 -1.2773 2.9293 -0.467 -0.635 0.443
H -4.0347 -2.5994 -3.4929 -0.196 -0.019 -0.204
C 4.6742 -1.1245 0.7635 0.134 0.217 0.892
C 3.0995 -0.8857 3.6416 0.337 0.178 -0.187
C 0.5927 -0.6262 3.1057 0.453 -0.482 0.376
C 1.6028 -2.5031 2.2065 -0.678 0.068 0.724
H -2.9943 2.5166 1.3016 -0.386 0.295 0.097
C 0.5982 -0.0922 -3.7523 -1.138 -0.311 -1.541
C 2.4033 -3.7442 2.4356 0.372 -0.252 -0.285
H 4.3728 -1.1229 -2.0241 -0.141 -0.109 0.519
H 0.2647 1.8802 -2.7231 0.379 -0.444 0.094
C 0.2153 -2.4822 1.7641 0.226 -0.192 1.567
H 2.0410 -2.5149 -2.2844 -0.039 0.497 0.039
H 3.2914 0.2348 -1.6184 0.231 -0.243 -0.143
H 0.5616 3.3504 3.1177 -0.349 0.107 0.092
H 3.8594 -1.6709 3.5462 -0.215 0.251 0.243
C 2.2502 -1.4499 -2.4882 0.165 1.052 0.688
C 3.3702 -0.8632 -1.6557 -0.434 0.182 -0.078
H 3.5180 0.0425 3.2165 -0.216 -0.313 0.249
H -0.5826 0.9490 3.9863 0.275 -0.097 0.026
```
Positions in Å, forces in eV/Å.